A gas-phase ion, C5H10N3 (charge +1) at a distorted geometry, computed with ωB97M-V/def2-TZVPD.

Structure (XYZ):
```
18
Properties=species:S:1:pos:R:3:forces:R:3
C -0.625 1.635 0.156 0.8 -1.5 0.7
N 0.609 1.350 0.119 0.8 -0.2 -1.3
C 1.994 0.931 -0.126 -3.4 -0.1 4.4
N 1.906 -0.577 -0.070 -1.0 -0.5 0.2
C 0.882 -1.415 0.233 1.7 -2.0 1.2
N -0.450 -1.361 0.276 0.8 1.5 -1.3
C -1.497 -0.632 -0.512 -0.2 1.2 2.0
C -1.981 0.702 0.188 4.7 -3.1 1.8
H -0.798 2.656 0.281 -1.1 1.9 0.1
H 2.752 1.425 0.699 -2.0 -1.8 -1.7
H 2.411 1.146 -1.042 0.3 1.0 -2.3
H 2.772 -1.051 -0.257 0.3 -0.4 0.4
H 1.350 -2.448 0.613 -1.4 2.2 -0.9
H -1.008 -2.070 0.697 1.1 -1.2 0.7
H -2.200 -1.434 -0.656 -0.9 0.2 0.0
H -1.195 -0.315 -1.449 1.3 0.1 -2.0
H -2.716 1.111 -0.418 -1.7 1.1 -0.5
H -2.205 0.348 1.268 -0.2 1.5 -1.7
```
Positions in Å, forces in eV/Å.

Summary:
LUMO energy in eV: -3.615
Maximum force in hartree/bohr: 0.1161
HOMO in Eh: -0.45830
Frontier orbital gap in eV: 8.856
Charge: +1